(1)
21
Properties=species:S:1:pos:R:3:forces:R:3 method="wB97M-V/def2-TZVPD" total_charge=+1 gap_ev=9.5
O -0.706 2.669 1.659 0.3 -0.3 -0.3
C -0.574 1.467 1.737 -0.7 2.2 0.2
C -0.100 0.681 0.540 0.5 0.1 0.3
C -1.108 -0.394 0.235 -0.5 -2.2 -0.1
C -0.590 -1.844 0.535 0.2 0.6 -0.8
N -0.001 -2.350 -0.701 -0.6 0.6 0.7
N -0.017 1.657 -0.602 -2.2 0.1 0.0
H -0.912 1.036 2.682 0.3 -1.0 -0.1
H 0.923 0.380 0.776 -0.1 -0.6 -0.3
H -1.372 -0.415 -0.830 0.2 0.1 0.2
H -2.075 -0.373 0.747 0.2 1.1 0.3
H -1.434 -2.462 0.842 0.1 0.0 -0.2
H 0.098 -1.830 1.396 -0.1 0.0 -0.2
H 0.952 -2.060 -0.836 0.1 -0.8 -0.2
H -0.310 -3.266 -0.969 0.7 -0.2 -0.1
H -1.024 1.813 -0.761 0.4 1.1 0.2
H 0.487 2.498 -0.329 -0.3 0.3 0.0
H 0.280 1.364 -1.531 0.8 -0.8 0.6
H 2.460 0.667 -2.271 0.0 0.4 -0.2
H 2.766 0.002 -0.986 -0.2 0.6 0.1
O 2.256 0.761 -1.332 0.8 -1.1 -0.3

=====

(2)
21
Properties=species:S:1:pos:R:3:forces:R:3 method="wB97M-V/def2-TZVPD" total_charge=+1 gap_ev=11.7
C -1.789 0.489 1.109 -0.3 0.2 -0.1
C -0.805 -0.313 0.277 -0.9 0.5 0.0
C 0.191 0.633 -0.397 -0.4 0.0 -0.2
C 1.042 -0.033 -1.467 0.2 -1.1 0.4
N 2.309 0.372 -1.586 -0.5 0.5 0.2
O 0.607 -1.011 -2.095 0.1 0.4 -0.2
N -1.580 -0.990 -0.842 -0.1 -0.6 0.8
H -2.460 -0.140 1.685 0.1 -0.2 0.2
H -2.437 1.101 0.479 0.1 0.1 -0.2
H -1.270 1.175 1.773 0.1 -0.1 0.2
H -0.432 -1.115 0.902 0.7 0.0 -0.2
H -0.480 1.374 -0.854 0.5 0.2 -0.2
H 0.815 1.129 0.342 -0.1 -0.1 0.1
H 2.585 1.180 -1.055 0.3 0.0 -0.1
H 2.916 0.004 -2.301 -0.1 -0.1 0.0
H -2.335 -0.411 -1.206 0.2 0.1 -0.1
H -2.002 -1.840 -0.471 -0.1 0.0 -0.2
H -0.831 -1.225 -1.564 0.0 0.1 -0.3
H 1.808 0.368 3.013 0.1 0.0 0.1
H 2.490 -0.600 2.043 0.0 0.0 0.1
O 1.658 -0.145 2.213 0.0 0.0 -0.2

=====

(3)
21
Properties=species:S:1:pos:R:3:forces:R:3 method="wB97M-V/def2-TZVPD" multiplicity=2 s2=0.754 total_charge=+2 gap_ev="11.5 / 5.8"
O 0.306 -0.798 -2.500 -0.1 0.1 -0.1
C -0.012 -0.108 -1.582 0.7 0.6 0.7
C 1.031 0.497 -0.620 -2.6 -1.8 0.9
C 0.796 -0.291 0.725 1.4 2.7 0.3
C -0.098 0.379 1.861 1.0 1.1 -2.1
N -1.166 1.119 1.228 -1.8 -2.2 3.5
N 2.371 0.107 -1.140 -1.3 1.2 -2.1
H -1.017 0.085 -1.185 -0.5 -0.2 -0.7
H 0.705 1.506 -0.354 1.5 0.6 -0.9
H 1.789 -0.048 1.108 0.1 -1.5 0.8
H 0.538 -1.296 0.505 0.2 -1.1 0.3
H 0.446 1.069 2.564 -0.4 -1.0 -0.7
H -0.474 -0.531 2.360 -0.6 0.3 0.4
H -1.647 1.702 1.946 0.4 0.8 -1.0
H -1.892 0.506 0.792 0.3 0.3 -1.0
H 3.165 0.509 -0.642 0.3 -0.2 -0.3
H 2.411 -0.901 -1.326 0.2 -0.3 0.9
H 2.290 0.369 -2.159 0.9 0.5 0.8
H -3.854 -0.871 -0.642 0.3 -0.2 0.1
H -2.728 -1.944 -0.623 -0.3 0.0 0.0
O -2.959 -1.059 -0.316 0.2 0.5 0.1

=====

(4)
22
Properties=species:S:1:pos:R:3:forces:R:3 method="wB97M-V/def2-TZVPD" gap_ev=9.9
C -2.801 -1.066 0.301 0.1 -2.3 -2.7
C 1.079 -2.632 -0.038 -0.5 -1.9 0.3
C 2.217 2.459 -0.529 3.4 1.2 -1.2
C -2.065 0.188 0.317 1.0 1.4 0.4
N 1.138 -1.376 -0.690 0.3 2.7 -0.5
N 1.849 1.174 -1.102 -0.5 0.7 0.8
O 2.514 0.001 1.199 -0.4 0.6 -1.5
O -1.448 0.538 -0.922 -0.1 -0.2 -1.0
P 1.843 -0.105 -0.129 -0.6 -3.2 1.7
H -3.687 -1.009 -0.383 0.8 -0.1 0.4
H -2.001 -1.745 -0.202 -1.7 0.1 1.1
H -3.194 -1.422 1.244 0.5 -0.1 0.3
H 1.325 -2.663 1.004 0.3 0.6 0.9
H 0.055 -3.125 -0.034 1.0 0.7 -0.6
H 1.823 -3.308 -0.481 -0.5 -0.1 -0.2
H 1.440 3.153 -0.329 -1.2 0.2 0.0
H 2.821 2.416 0.406 -0.4 -0.5 -0.8
H 2.877 2.921 -1.356 -0.8 -0.2 1.5
H -1.251 0.131 1.050 -0.3 0.2 0.2
H -2.753 0.983 0.563 0.1 0.7 0.2
H -1.296 -0.225 -1.524 -0.2 0.4 1.0
H 1.068 1.323 -1.710 -0.4 -0.7 -0.5

=====

(5)
23
Properties=species:S:1:pos:R:3:forces:R:3 method="wB97M-V/def2-TZVPD" total_charge=-1 gap_ev=6.9
C 0.306 -1.630 0.341 0.5 -1.0 2.3
N 1.645 -1.030 0.653 -1.6 0.3 -1.2
C 1.965 0.304 0.694 2.3 0.2 1.0
N 1.052 1.308 0.902 -2.0 -0.3 -0.1
O 3.164 0.593 0.789 -0.2 -0.1 -0.7
C -0.672 -1.046 -0.658 0.2 0.2 0.1
C -0.182 -0.670 -2.071 -0.2 -0.5 0.5
S -1.443 0.346 -2.926 0.6 -0.7 -0.9
H 0.404 -2.741 0.223 0.5 1.0 -0.3
H -0.166 -1.578 1.346 -0.4 -0.2 -0.5
H 2.471 -1.595 0.570 0.0 0.0 -0.1
H 0.077 1.076 0.847 -0.3 -0.5 -0.2
H 1.061 2.173 0.386 1.2 0.0 -0.1
H -1.503 -1.773 -0.641 0.2 0.2 -0.6
H -1.133 -0.190 -0.185 -0.1 0.7 -0.1
H 0.843 -0.234 -2.022 -0.7 0.0 0.0
H -0.086 -1.622 -2.604 0.2 0.1 -0.2
H -1.163 0.275 2.100 0.1 0.0 -0.3
H -0.022 0.656 3.096 0.0 0.0 -0.5
O -0.960 0.455 3.015 -0.3 -0.1 0.9
H -1.652 1.646 -1.767 -0.5 0.3 1.9
H -2.093 3.064 -1.250 -0.1 0.2 0.4
O -1.913 2.212 -0.837 0.5 -0.1 -1.2

=====

(6)
23
Properties=species:S:1:pos:R:3:forces:R:3 method="wB97M-V/def2-TZVPD" total_charge=-1 gap_ev=6.4
O 0.159 -2.096 -1.389 -0.2 -0.4 0.1
C -0.113 -0.978 -0.988 0.7 1.1 0.0
N -1.351 -0.413 -1.193 0.3 -1.1 0.1
C 0.954 -0.005 -0.347 0.1 -1.2 0.1
C 1.513 0.728 -1.552 -0.3 0.2 -0.9
N 0.375 0.774 0.687 -0.6 1.4 -1.2
C 0.430 2.390 0.819 -0.7 -1.2 1.1
O 1.180 2.786 1.795 0.2 0.3 0.0
H -2.116 -1.062 -1.280 -0.1 0.1 -0.4
H -1.540 0.503 -0.854 0.1 0.5 0.6
H 1.799 -0.618 0.024 -0.5 -0.4 -0.2
H 1.595 0.024 -2.387 0.0 -0.2 0.1
H 0.781 1.474 -1.888 0.5 0.2 0.1
H 2.523 1.124 -1.433 -0.3 0.4 0.4
H 0.286 0.308 1.568 0.5 0.0 0.4
H 0.665 2.749 -0.199 0.2 -0.2 -0.3
H -0.682 2.547 0.964 0.2 0.3 -0.1
H -1.710 0.314 2.424 -0.1 0.2 0.1
H -2.107 -0.422 1.198 -0.2 0.2 0.2
O -2.496 -0.074 2.019 0.3 -0.4 -0.3
H -0.644 -2.890 0.817 0.1 -0.2 0.3
H 0.466 -3.614 0.172 0.3 0.1 -0.4
O 0.033 -3.549 1.022 -0.5 0.0 0.3

=====

Q: Which ΔE to the lowest compared entry with this formula, charge and spin values were calculated for the entries above? A: 67.8, 10.8, 44.4, 32.9, 37.5, 63.6, in kcal per mole.